The following is a quantum chemistry calculation of a structure of composition C39H34Cl2N4P2RuS4 in a non-equilibrium geometry, from the OMol25 dataset.

Last column: Mulliken spin population.
Cartesian coordinates (Å):
1 Ru 1.199 -0.083 0.784  0.617
2 C -1.959 2.921 2.094  -0.006
3 N -0.939 1.973 1.635  -0.017
4 P 0.441 1.450 2.473  0.116
5 C -0.211 1.096 4.116  -0.007
6 C -1.399 0.377 4.234  0.003
7 C -1.879 0.027 5.485  -0.003
8 C -1.172 0.385 6.624  0.009
9 C 0.011 1.103 6.511  -0.004
10 C 0.492 1.461 5.261  0.008
11 C 1.617 2.801 2.699  -0.008
12 C 1.253 4.145 2.718  -0.009
13 C 2.227 5.122 2.868  0.002
14 C 3.558 4.761 3.017  -0.001
15 C 3.925 3.422 3.011  -0.001
16 C 2.958 2.443 2.842  0.046
17 P -0.692 1.435 0.056  0.000
18 C -1.244 2.778 -1.026  -0.005
19 C -2.561 2.715 -1.486  -0.001
20 C -3.082 3.741 -2.260  0.000
21 C -2.293 4.834 -2.585  0.000
22 C -0.985 4.907 -2.128  0.000
23 C -0.462 3.885 -1.351  -0.001
24 C -1.704 0.039 -0.424  -0.011
25 C -1.068 -0.581 -1.644  0.033
26 C -2.008 -1.636 -2.250  -0.029
27 C -2.688 -2.484 -1.214  0.001
28 C -3.020 -1.962 -0.034  -0.001
29 C -2.604 -0.609 0.321  -0.010
30 H -1.806 3.129 3.152  -0.002
31 H -2.958 2.500 1.975  0.000
32 H -1.905 3.854 1.531  0.000
33 H -1.944 0.083 3.345  0.003
34 H -2.804 -0.529 5.571  0.000
35 H -1.545 0.108 7.601  0.000
36 H 0.559 1.389 7.399  0.000
37 H 1.413 2.025 5.183  0.002
38 H 0.217 4.438 2.613  0.001
39 H 1.943 6.167 2.877  0.001
40 H 4.314 5.526 3.140  0.000
41 H 4.963 3.140 3.130  0.000
42 H 3.241 1.395 2.820  -0.006
43 H -3.176 1.856 -1.247  0.001
44 H -4.103 3.682 -2.613  0.000
45 H -2.698 5.630 -3.195  0.000
46 H -0.369 5.760 -2.379  0.000
47 H 0.551 3.979 -0.993  0.000
48 H -0.892 0.191 -2.400  -0.002
49 H -2.814 -1.069 -2.746  0.001
50 H -2.977 -3.488 -1.493  0.001
51 H -3.587 -2.540 0.685  0.000
52 H -2.968 -0.168 1.243  0.000
53 S 3.220 -1.163 1.098  0.116
54 C 3.770 0.243 0.180  0.007
55 C 5.029 0.543 -0.293  0.011
56 C 5.195 1.741 -0.977  0.015
57 C 4.113 2.587 -1.162  -0.002
58 C 2.879 2.202 -0.666  0.014
59 N 2.717 1.060 -0.014  -0.033
60 H 5.848 -0.143 -0.132  0.000
61 H 6.169 2.010 -1.364  0.000
62 H 4.213 3.527 -1.685  0.000
63 H 2.002 2.816 -0.777  0.012
64 Cl 1.537 -1.944 4.340  0.001
65 C 0.987 -2.927 3.004  0.000
66 Cl -0.046 -2.070 1.811  0.002
67 H 0.377 -3.741 3.377  0.000
68 H 1.848 -3.297 2.458  0.000
69 S 0.810 -3.577 -6.614  0.000
70 C -0.151 -3.309 -5.311  0.001
71 S -0.324 -1.741 -4.551  0.004
72 C -1.348 -2.443 -3.332  0.015
73 N -1.555 -3.695 -3.484  -0.001
74 N -0.909 -4.182 -4.585  0.000
75 C -1.041 -5.588 -4.829  0.000
76 C -0.960 -6.451 -3.746  0.000
77 C -1.108 -7.813 -3.952  0.000
78 C -1.331 -8.305 -5.230  0.000
79 C -1.415 -7.430 -6.302  0.000
80 C -1.274 -6.064 -6.109  0.000
81 S 0.590 -1.270 -1.202  0.115
82 H -0.786 -6.052 -2.756  0.000
83 H -1.043 -8.491 -3.111  0.000
84 H -1.441 -9.369 -5.389  0.000
85 H -1.597 -7.808 -7.299  0.000
86 H -1.343 -5.379 -6.940  0.000

Properties
2S+1   2
Kohn-Sham gap (spin up / spin down)   6.68 / 5.39 eV
DFT total energy   -136496.4965 eV
Net charge   +1